[1]
A cluster of 8 separate species, C20H48F6N6O12S2 in total at a distorted geometry, computed with ωB97M-V/def2-TZVPD.

Structure (XYZ):
```
94
C20H48F6N6O12S2 (ωB97M-V/def2-TZVPD)
C 2.5980 5.9608 -0.7705
C 3.8515 5.6878 0.0120
O 4.2060 6.3891 0.9630
N 4.6108 4.4772 -0.3822
H 4.4278 4.1161 -1.3076
H 5.6004 4.6637 -0.4601
C 4.5612 3.3490 0.6479
H 1.9888 5.0686 -0.9151
H 2.7694 6.4645 -1.7219
H 1.9701 6.5795 -0.1294
H 3.6035 2.8622 0.8318
H 4.9885 3.6274 1.6113
H 5.1761 2.5261 0.2834
C -0.5080 -1.0964 4.7683
C 0.9152 -1.5073 5.1822
O 1.1264 -2.1372 6.1777
N 2.0704 -1.2186 4.1897
H 2.6763 -2.0266 4.1756
H 1.7023 -1.3630 3.2603
C 2.8977 0.1163 4.3967
H -0.5582 -0.1052 4.3176
H -0.9537 -1.0456 5.7618
H -1.0420 -1.8520 4.1922
H 2.3372 1.0320 4.2084
H 3.7965 -0.0683 3.8082
H 3.0694 0.0461 5.4708
C -3.0107 4.0292 -4.9063
C -2.8978 4.9964 -3.7591
O -3.0501 6.1763 -3.8042
N -2.7474 4.3148 -2.4120
H -3.2487 4.8005 -1.6819
H -3.1791 3.4018 -2.3989
C -1.2253 4.1289 -2.1368
H -3.5852 4.5332 -5.6835
H -3.4157 3.0681 -4.5894
H -2.0391 3.7624 -5.3220
H -1.2293 3.8246 -1.0901
H -0.7432 5.1055 -2.0914
H -0.7870 3.4830 -2.8975
C 1.5147 -3.3519 0.5870
C 2.4741 -4.0180 -0.3579
O 2.6475 -3.7063 -1.5470
N 3.1903 -5.3265 0.2198
H 4.0430 -5.5800 -0.2585
H 3.4837 -5.0951 1.1581
C 2.2699 -6.5703 0.0790
H 0.7009 -2.9480 -0.0152
H 2.0409 -2.5929 1.1660
H 1.1352 -4.1325 1.2464
H 1.8743 -6.7217 -0.9253
H 1.5207 -6.4175 0.8558
H 2.8901 -7.4144 0.3807
C -4.3898 0.4330 3.4791
C -3.4887 1.6204 3.8638
O -3.0096 1.8333 4.9388
N -2.8769 2.4425 2.6947
H -2.7861 1.9096 1.8415
H -3.6236 3.1052 2.5414
C -1.6935 3.3836 3.1147
H -3.8533 -0.4274 3.0788
H -5.0358 0.7076 2.6452
H -5.0189 0.2068 4.3400
H -1.9566 4.1187 3.8754
H -1.4825 4.0239 2.2582
H -0.9300 2.6477 3.3671
C -2.6706 -2.2504 -4.2771
C -1.6955 -2.9633 -5.2046
O -1.9054 -3.1986 -6.3928
N -0.5756 -3.5299 -4.4573
H -0.7534 -3.9682 -3.5649
H -0.4044 -4.2924 -5.0971
C 0.6427 -2.5411 -4.4089
H -2.3731 -1.6902 -3.3906
H -3.5238 -2.8741 -4.0105
H -3.0455 -1.4317 -4.8913
H 0.3360 -1.7200 -3.7610
H 1.0067 -2.2568 -5.3963
H 1.4472 -3.0428 -3.8712
C -1.8141 -4.4006 0.5132
F -2.9671 -4.8444 0.9716
F -1.6910 -3.1238 0.8873
F -0.8356 -5.0605 1.2144
S -1.8585 -4.5663 -1.3737
O -0.5269 -4.1776 -1.8790
O -2.0590 -5.9959 -1.6155
O -3.0174 -3.7113 -1.7407
C 0.0328 0.1819 -0.7426
F 1.0945 -0.1157 -1.5428
F -0.6845 1.0775 -1.3617
F -0.7344 -0.9370 -0.6708
S 0.5122 0.7032 1.1183
O 1.3110 -0.3557 1.6702
O 1.2280 1.9914 1.0727
O -0.8383 0.7933 1.7754
```

orbital gap (spin up / spin down) = 0.08206 / 0.30384 Ha
net charge = +3
<S²> = 0.75
LUMO energy (spin up / spin down) = -7.196 / -7.194 eV
spin multiplicity = 2


[2]
A cluster of 2 separate species, C2H4FPS in total at a distorted geometry, computed with ωB97M-V/def2-TZVPD.

Structure (XYZ):
```
9
C2H4FPS (ωB97M-V/def2-TZVPD)
C 1.7870 0.0456 -0.4122
C -1.6886 0.2742 0.2206
F 2.0286 0.9764 -1.3079
P 0.6779 -1.2856 -1.0147
S 2.3471 0.2344 1.0926
H -2.5053 0.1129 -0.4475
H -1.3357 1.3152 0.3227
H -1.7997 -0.0973 1.2043
H 0.4886 -1.5757 0.3421
```

orbital gap = 0.23530 Ha
LUMO energy = -2.227 eV
relative energy (zero: lowest compared OMol25 entry of this formula, charge and spin) = 3.155 eV